{
  "formula": "C4H11NO3",
  "method": "wB97M-V/def2-TZVPD",
  "spin_multiplicity": 1,
  "de_lowest_kcal_mol": 113.77,
  "gap_ev": 8.11,
  "e_tot_ev": -11955.1758,
  "charge": 0,
  "symbols": ["C", "C", "C", "C", "N", "O", "O", "O", "H", "H", "H", "H", "H", "H", "H", "H", "H", "H", "H"],
  "coordinates": [[-0.38545, -0.24736, -0.73792], [1.43132, 1.26202, 0.33455], [0.64270, -1.18020, 1.21910], [-2.14667, -0.66463, 0.03686], [0.15434, -0.01832, 0.48380], [0.05123, -1.37540, -1.38341], [-0.66971, 0.73051, -1.62435], [1.33329, 2.30458, -0.61515], [-0.33764, -1.39708, -2.26666], [-0.00204, 1.43505, -1.60095], [1.21405, 3.11102, -0.09624], [1.31126, 1.73251, 1.31752], [2.46446, 0.91242, 0.27562], [0.38883, -1.03510, 2.26880], [1.72735, -1.27475, 1.12846], [0.23853, -2.13316, 0.88520], [-2.48686, -1.54582, -0.49581], [-2.22478, -0.84137, 1.10183], [-2.70421, 0.22506, -0.23126]]
}